Record 1
This record from OMol25 describes a cluster of 17 separate species, C27H54Cl32N4O5P in total in a non-equilibrium geometry. The level of theory is ωB97M-V/def2-TZVPD.

Frontier orbital gap ... 7.87 eV
Charge ... +1
E_HOMO ... -11.727 eV
Multiplicity ... 1
E_LUMO ... -3.9 eV

Atoms and positions in Å:
C: -2.1221 0.0916 4.0699
C: -2.5684 1.5495 3.4640
O: -3.3533 2.3405 4.2476
N: -2.2345 2.1000 2.0954
C: -1.5403 3.4429 2.1526
C: -1.5176 1.1011 1.2144
C: 0.0677 0.7403 1.0027
N: 0.0687 -0.3453 -0.0895
N: 1.1618 -0.9800 -0.6629
C: -1.3965 -0.5932 -0.4501
P: -1.9980 -1.8498 -1.8031
C: -2.7699 -3.3191 -0.8320
O: -3.1926 -1.0918 -2.8588
N: -2.3964 0.2427 0.3211
C: -3.9223 0.2795 0.2765
O: -4.4755 1.6236 0.0509
C: -5.7091 1.5976 -0.7495
O: -6.7410 2.3679 -0.0217
C: -7.3620 1.5781 1.0529
C: -8.4717 0.5840 0.3248
O: -8.3116 -0.7744 0.8674
H: -0.9520 -0.0597 4.1677
H: -2.6037 0.0167 5.1588
H: -2.5806 -0.8257 3.4730
H: -1.2994 3.8084 3.2475
H: -2.3053 4.2304 1.6852
H: -0.5872 3.4895 1.4393
H: 0.9682 1.2235 1.5740
H: 1.9111 -0.2956 -0.9272
H: 0.8856 -1.5216 -1.5346
H: -3.8153 -3.6326 -1.2837
H: -1.9984 -4.2216 -0.7954
H: -2.9579 -3.0177 0.3021
H: -3.5346 -1.8073 -3.4765
H: -4.2527 -0.5327 -0.4982
H: -4.2783 -0.1218 1.3431
H: -6.0544 0.5360 -1.1003
H: -5.4764 2.2164 -1.7399
H: -7.9607 2.2636 1.8251
H: -6.5820 0.9579 1.7055
H: -8.2984 0.5055 -0.8430
H: -9.5404 1.0509 0.4803
H: -7.3496 -1.0682 0.7731
C: -4.7708 6.6711 2.4937
Cl: -4.2513 5.0367 2.9227
Cl: -3.5346 7.5020 1.5416
H: -5.6904 6.6095 1.9066
H: -4.9549 7.2377 3.4097
C: 1.4241 2.8530 4.6952
Cl: 1.1977 1.7756 3.3120
Cl: 0.7817 4.4649 4.3576
H: 0.9025 2.4360 5.5601
H: 2.4920 2.9338 4.9119
C: 3.4989 -2.0476 -3.0339
Cl: 1.8340 -2.6155 -3.2092
Cl: 4.6348 -3.4021 -3.0195
H: 3.7405 -1.3895 -3.8722
H: 3.5898 -1.4970 -2.0944
C: 2.0281 -6.2120 -3.9747
Cl: 2.0704 -7.3394 -5.3358
Cl: 1.0641 -6.8597 -2.6420
H: 3.0485 -6.0388 -3.6244
H: 1.5871 -5.2692 -4.3074
C: -4.0875 0.3443 -5.8361
Cl: -2.7881 0.4047 -7.0333
Cl: -4.7528 -1.2879 -5.7012
H: -3.6904 0.6481 -4.8644
H: -4.8831 1.0289 -6.1399
C: -6.3058 8.2224 -0.5383
Cl: -7.1117 7.7611 -2.0427
Cl: -7.3121 7.8428 0.8646
H: -5.3627 7.6763 -0.4579
H: -6.1096 9.2972 -0.5550
C: 3.9298 -10.1498 -7.2227
Cl: 5.4571 -9.6830 -7.9809
Cl: 4.1506 -11.5363 -6.1485
H: 3.5487 -9.3066 -6.6416
H: 3.2119 -10.4149 -8.0027
C: -9.9719 5.8791 -3.2818
Cl: -9.9296 4.7517 -4.6428
Cl: -10.9359 5.2314 -1.9491
H: -8.9515 6.0523 -2.9314
H: -10.4129 6.8219 -3.6145
C: 3.9430 2.4350 8.0500
Cl: 2.3378 3.1756 8.0522
Cl: 4.4860 2.0986 6.4017
H: 4.6508 3.1184 8.5253
H: 3.9028 1.4973 8.6097
C: 6.2563 -11.6422 -3.1920
Cl: 7.2481 -12.3561 -1.9145
Cl: 5.3686 -10.2344 -2.5963
H: 6.9051 -11.3318 -4.0147
H: 5.5421 -12.3891 -3.5470
C: 7.0297 -5.7548 -1.2255
Cl: 7.3166 -7.0170 -2.4296
Cl: 8.5528 -5.1492 -0.5636
H: 6.4931 -4.9282 -1.6976
H: 6.4282 -6.1689 -0.4127
C: 3.7297 4.8952 2.4694
Cl: 4.0166 3.6330 1.2653
Cl: 5.2528 5.5008 3.1313
H: 3.1931 5.7218 1.9973
H: 3.1282 4.4811 3.2822
C: 8.9382 4.3909 2.3351
Cl: 9.3911 3.6865 0.7782
Cl: 8.8342 3.1491 3.5889
H: 9.6917 5.1272 2.6252
H: 7.9652 4.8782 2.2355
C: 8.0199 -3.9218 -3.9386
Cl: 9.1581 -4.1983 -5.2627
Cl: 7.4757 -2.2402 -3.9083
H: 7.1533 -4.5739 -4.0723
H: 8.5132 -4.1532 -2.9914
C: -3.4658 2.5933 7.9844
Cl: -1.9385 3.0601 7.2262
Cl: -3.2450 1.2068 9.0586
H: -3.8469 3.4365 8.5655
H: -4.1836 2.3282 7.2044
C: 8.9170 -0.4168 -1.0302
Cl: 10.2163 -0.3565 -2.2274
Cl: 8.2516 -2.0490 -0.8954
H: 9.3140 -0.1130 -0.0585
H: 8.1213 0.2678 -1.3341


Record 2
This record from OMol25 describes a cluster of 21 separate species, C27H54Cl40N4O2P in total in a non-equilibrium geometry. The level of theory is ωB97M-V/def2-TZVPD.

Frontier orbital gap ... 7.73 eV
Charge ... +1
E_HOMO ... -10.999 eV
Multiplicity ... 1
E_LUMO ... -3.3 eV

Atoms and positions in Å:
C: 4.8252 -0.1495 -3.1973
P: 3.5376 0.9879 -2.3676
C: 3.5507 0.8719 -0.4622
N: 3.5607 2.6518 -2.9762
C: 2.5452 3.3879 -3.5117
N: 2.6196 4.8125 -4.0454
C: 1.2148 5.1651 -4.5084
N: 0.3560 3.9448 -4.2245
N: 1.1326 2.9297 -3.6666
C: 0.3449 1.7014 -3.3360
C: 0.4743 0.5847 -4.5744
C: -0.0909 -0.9131 -4.1031
O: -0.3489 -1.2124 -2.8014
O: -0.3442 -1.8958 -5.2013
H: 5.0681 0.1511 -4.3273
H: 5.8356 -0.2673 -2.6159
H: 4.3656 -1.2481 -3.2771
H: 3.6937 1.9450 0.0414
H: 2.4909 0.4571 -0.1011
H: 4.3495 0.1396 -0.0092
H: 4.4997 3.1517 -2.9133
H: 0.7782 6.1422 -4.9975
H: -0.6740 3.7764 -4.3689
H: 0.6565 1.1651 -2.3166
H: -0.8157 1.9480 -3.1919
H: -0.2151 0.9539 -5.4716
H: 1.5960 0.5189 -4.9724
H: -0.1621 -1.4454 -6.0912
C: 1.4529 4.5017 -0.4429
Cl: 1.8949 5.1024 1.1599
Cl: 0.0869 3.3836 -0.3487
H: 1.1768 5.3481 -1.0764
H: 2.3100 3.9805 -0.8764
C: 5.3595 -0.1321 3.3500
Cl: 4.3209 -1.2085 2.4077
Cl: 5.3855 1.4940 2.6571
H: 4.9796 -0.0769 4.3731
H: 6.3760 -0.5330 3.3550
C: 2.0916 8.5392 -0.5220
Cl: 2.1851 7.1373 -1.5948
Cl: 0.5535 9.3883 -0.7177
H: 2.1824 8.2017 0.5133
H: 2.9089 9.2244 -0.7598
C: -3.4542 -0.9868 -6.0318
Cl: -2.7459 -0.9901 -7.6514
Cl: -3.6436 0.6622 -5.4237
H: -4.4354 -1.4662 -6.0716
H: -2.7994 -1.5422 -5.3559
C: -6.8476 -1.1776 -3.7912
Cl: -7.0165 -1.8786 -5.4053
Cl: -5.1682 -1.2408 -3.2429
H: -7.1733 -0.1349 -3.8202
H: -7.4715 -1.7398 -3.0921
C: -9.8836 -1.0325 -1.3763
Cl: -10.0525 -1.7335 -2.9904
Cl: -8.2042 -1.0957 -0.8280
H: -10.2094 0.0101 -1.4054
H: -10.5075 -1.5947 -0.6772
C: -7.0385 -5.7286 -5.3258
Cl: -6.6643 -6.6207 -3.8462
Cl: -8.3421 -6.5110 -6.2277
H: -7.3478 -4.7144 -5.0613
H: -6.1449 -5.6899 -5.9536
C: 5.7539 -3.8989 5.3256
Cl: 6.4623 -3.9022 3.7059
Cl: 5.5646 -2.2499 5.9336
H: 4.7728 -4.3783 5.2857
H: 6.4088 -4.4543 6.0014
C: -0.6197 5.0638 4.5399
Cl: -0.7886 4.3629 2.9258
Cl: 1.0597 5.0006 5.0882
H: -0.9455 6.1065 4.5108
H: -1.2436 4.5017 5.2390
C: 1.5093 1.1627 6.3132
Cl: 2.6922 -0.1450 6.4382
Cl: 1.4468 2.1086 7.8054
H: 1.7913 1.8199 5.4870
H: 0.5228 0.7332 6.1228
C: -7.9662 -1.8002 3.2653
Cl: -9.5231 -1.3384 2.5667
Cl: -6.9659 -0.3782 3.5853
H: -8.1410 -2.3309 4.2044
H: -7.4415 -2.4537 2.5642
C: -8.3461 -5.6572 4.6533
Cl: -7.6377 -5.6604 3.0336
Cl: -8.5354 -4.0081 5.2613
H: -9.3272 -6.1366 4.6134
H: -7.6912 -6.2126 5.3291
C: 9.4611 -4.5113 6.1021
Cl: 9.9031 -3.9106 7.7049
Cl: 8.0950 -5.6294 6.1964
H: 9.1850 -3.6649 5.4686
H: 10.3181 -5.0325 5.6687
C: 13.4210 -5.6675 5.5089
Cl: 12.7558 -7.1212 4.7543
Cl: 12.3555 -4.2786 5.2626
H: 13.5341 -5.8434 6.5815
H: 14.3960 -5.4509 5.0656
C: 15.4611 -4.5288 1.8953
Cl: 15.9031 -3.9281 3.4981
Cl: 14.0950 -5.6469 1.9896
H: 15.1850 -3.6823 1.2618
H: 16.3181 -5.0500 1.4619
C: -13.4237 1.0430 -1.7607
Cl: -11.8987 1.5834 -1.0483
Cl: -14.7310 1.0840 -0.5714
H: -13.6801 1.7015 -2.5942
H: -13.3041 0.0190 -2.1227
C: -8.3472 -4.8444 -0.6008
Cl: -6.8222 -4.3040 0.1115
Cl: -9.6545 -4.8034 0.5884
H: -8.6036 -4.1859 -1.4343
H: -8.2276 -5.8684 -0.9629
C: -4.8904 -8.5565 3.2232
Cl: -5.5817 -8.2553 1.6242
Cl: -6.0930 -8.3037 4.4939
H: -4.5362 -9.5893 3.2689
H: -4.0538 -7.8721 3.3838
C: 3.2858 11.4844 1.0219
Cl: 4.4687 10.1766 1.1469
Cl: 3.2233 12.4302 2.5141
H: 3.5679 12.1416 0.1957
H: 2.2993 11.0548 0.8315
C: 2.3011 8.5790 -6.7639
Cl: 1.4848 7.8979 -5.3515
Cl: 1.3387 8.3463 -8.2284
H: 2.4537 9.6493 -6.6048
H: 3.2667 8.0833 -6.8902


Record 3
This record from OMol25 describes a cluster of 7 separate species, C27H54N2O15PS6 in total in a non-equilibrium geometry. The level of theory is ωB97M-V/def2-TZVPD.

Frontier orbital gap ... 9.25 eV
Charge ... +1
E_HOMO ... -11.530 eV
Multiplicity ... 1
E_LUMO ... -2.3 eV

Atoms and positions in Å:
O: 0.0511 -5.6874 -2.2342
P: -0.1923 -4.2937 -1.9085
O: 0.2272 -3.9585 -0.4081
O: 0.4861 -3.2316 -2.8297
N: -1.9180 -3.9548 -1.9363
C: -2.4593 -2.6834 -2.0514
C: -3.8045 -2.8579 -1.9901
N: -4.0253 -4.2008 -1.8544
C: -2.8757 -4.8671 -1.8220
H: -0.2212 -3.1473 -0.1046
H: 0.3825 -2.3660 -2.3856
H: -1.8913 -1.7714 -2.1438
H: -4.5557 -2.0864 -2.0223
H: -4.9321 -4.6349 -1.7621
H: -2.7085 -5.9287 -1.7281
C: -5.9695 -5.3129 3.0471
C: -6.6270 -4.1230 3.7584
C: -5.8642 -2.8582 3.3426
S: -5.1958 -3.1896 1.7100
O: -3.7551 -3.2149 1.7793
O: -5.8767 -2.3838 0.7221
C: -5.7894 -4.8783 1.5963
H: -6.5753 -6.2143 3.1204
H: -4.9968 -5.5232 3.4963
H: -7.6699 -4.0434 3.4463
H: -6.6180 -4.2451 4.8396
H: -6.5113 -1.9866 3.2857
H: -5.0251 -2.6552 4.0053
H: -5.0664 -5.4815 1.0494
H: -6.7433 -4.8582 1.0684
C: 1.3179 2.2028 -0.6329
C: -0.1483 2.6453 -0.4989
C: -1.0059 1.3755 -0.6275
S: 0.0075 0.0177 -0.0413
O: 0.2711 -0.8888 -1.1542
O: -0.5214 -0.5051 1.1921
C: 1.4746 0.9768 0.2638
H: 2.0033 2.9922 -0.3457
H: 1.5281 1.9336 -1.6708
H: -0.3189 3.0976 0.4783
H: -0.4272 3.3804 -1.2458
H: -1.9082 1.4207 -0.0217
H: -1.2663 1.1741 -1.6660
H: 2.3543 0.3775 0.0371
H: 1.4681 1.2500 1.3187
C: 0.2521 8.0625 1.5954
C: 0.6931 7.0086 2.6148
C: 0.4424 5.6318 1.9818
S: 0.5718 5.8667 0.2036
O: -0.7203 5.6235 -0.3932
O: 1.7621 5.2108 -0.2866
C: 0.8482 7.6300 0.2582
H: 0.5899 9.0579 1.8766
H: -0.8373 8.0806 1.5317
H: 1.7569 7.1297 2.8270
H: 0.1610 7.1120 3.5599
H: 1.1803 4.8951 2.2933
H: -0.5617 5.2676 2.1956
H: 0.3756 8.0953 -0.6038
H: 1.9252 7.7944 0.2305
C: 4.4395 -4.2680 -7.1252
C: 5.0086 -3.5573 -5.8876
C: 3.8937 -2.6938 -5.2954
S: 2.3552 -3.5090 -5.7230
O: 1.5928 -2.6556 -6.6025
O: 1.7612 -4.0626 -4.5282
C: 3.0896 -4.8247 -6.6886
H: 5.0975 -5.0606 -7.4786
H: 4.3081 -3.5518 -7.9392
H: 5.3112 -4.3001 -5.1447
H: 5.8809 -2.9558 -6.1372
H: 3.9649 -2.6310 -4.2140
H: 3.8740 -1.6947 -5.7285
H: 2.4293 -5.0830 -7.5135
H: 3.2155 -5.6808 -6.0263
C: 3.9425 -7.5819 -2.0372
C: 4.1543 -6.8355 -0.7138
C: 5.3341 -5.8740 -0.9122
S: 5.3506 -5.4606 -2.6618
O: 6.5591 -5.9751 -3.2535
O: 4.9697 -4.0781 -2.8222
C: 3.9823 -6.5165 -3.1274
H: 2.9994 -8.1254 -2.0497
H: 4.7501 -8.3019 -2.1885
H: 3.2534 -6.2690 -0.4689
H: 4.3444 -7.5210 0.1105
H: 5.2219 -4.9586 -0.3370
H: 6.2863 -6.3451 -0.6760
H: 4.1589 -6.9186 -4.1230
H: 3.0763 -5.9070 -3.1221
C: -2.2582 10.6687 6.4335
C: -1.5968 9.7070 7.4296
C: -1.1215 8.4808 6.6387
S: -0.7938 9.0622 4.9691
O: -1.7304 8.4321 4.0694
O: 0.6269 9.0413 4.7234
C: -1.3087 10.7531 5.2419
H: -2.4327 11.6494 6.8723
H: -3.2217 10.2660 6.1138
H: -0.7408 10.1986 7.8955
H: -2.2800 9.4167 8.2259
H: -0.2086 8.0556 7.0483
H: -1.8924 7.7150 6.5760
H: -1.7757 11.1397 4.3388
H: -0.4178 11.3323 5.4826


Record 4
This record from OMol25 describes a cluster of 4 separate species, C27H55BO13S in total in a non-equilibrium geometry. The level of theory is ωB97M-V/def2-TZVPD.

Frontier orbital gap ... 4.76 eV
Charge ... -2
E_HOMO ... -1.492 eV
Multiplicity ... 1
E_LUMO ... 3.3 eV

Atoms and positions in Å:
C: 2.5863 3.5648 3.3420
C: 2.8240 2.0606 3.5160
C: 1.9815 1.2119 2.5297
C: 2.7878 0.1194 1.8193
C: 3.1901 0.5138 0.4195
C: 4.0912 1.8079 0.5824
O: 5.2638 1.6089 0.9727
O: 3.5476 2.9433 0.4114
O: 4.0441 -0.5081 -0.0865
B: 4.0789 -0.4420 -1.5350
S: 5.6718 0.4087 -2.3059
C: 3.9841 -1.9130 -2.3033
C: 4.8608 -2.9475 -1.7182
O: 5.3719 -3.8759 -2.3370
O: 2.8203 0.2735 -1.8609
C: 2.1109 0.5436 -0.6936
C: 1.0122 -0.4951 -0.4965
C: 1.4023 1.9031 -0.9594
C: 2.1674 2.7935 -1.8874
O: 1.7308 2.6651 -3.2872
C: 2.6806 2.2865 -4.1830
O: 2.6094 1.2119 -4.7585
C: 3.7814 3.2533 -4.5689
C: 4.3006 4.1720 -3.4617
H: 1.5775 3.7390 2.9807
H: 3.3267 4.0061 2.6930
H: 2.6680 4.0618 4.3124
H: 3.8596 1.8709 3.2571
H: 2.6151 1.7558 4.5366
H: 1.6088 1.9104 1.7903
H: 1.1280 0.8213 3.0828
H: 2.2138 -0.8063 1.8230
H: 3.6994 -0.0887 2.3657
H: 6.3768 0.8249 -1.2455
H: 4.2251 -1.7964 -3.3557
H: 2.9436 -2.2383 -2.2598
H: 5.0677 -2.8417 -0.6393
H: 1.4018 -1.4223 -0.0883
H: 0.2724 -0.1174 0.2113
H: 0.5431 -0.6891 -1.4526
H: 1.2789 2.4437 -0.0272
H: 0.3907 1.7185 -1.3137
H: 2.0064 3.8322 -1.6142
H: 3.2196 2.5964 -1.8167
H: 3.4951 3.8674 -5.4204
H: 4.6028 2.6313 -4.8975
H: 4.6959 3.5914 -2.6380
H: 3.4677 4.7298 -3.0469
H: 5.0842 4.8384 -3.8032
C: -2.0922 3.9314 1.8060
O: -1.7417 2.5751 1.6310
C: -2.6003 1.6765 2.3037
C: -3.5821 1.0286 1.3549
O: -4.5057 1.9742 0.8248
C: -4.1742 2.3833 -0.4907
H: -1.5154 4.5141 1.0897
H: -3.1582 4.1020 1.6266
H: -1.8348 4.2652 2.8183
H: -3.1297 2.1804 3.1203
H: -1.9701 0.8945 2.7404
H: -4.1633 0.2820 1.9068
H: -3.0503 0.5156 0.5490
H: -4.4020 1.5866 -1.2077
H: -3.1206 2.6566 -0.5769
H: -4.7838 3.2545 -0.7301
C: -0.8297 -5.1129 -5.5368
O: -2.0322 -4.4853 -5.1307
C: -2.1653 -4.4075 -3.7184
C: -1.8119 -3.0341 -3.1904
O: -0.4424 -2.7497 -3.3660
C: -0.1734 -1.8821 -4.4587
H: -0.7085 -4.9360 -6.6046
H: 0.0362 -4.7038 -5.0126
H: -0.8846 -6.1944 -5.3617
H: -1.5461 -5.1665 -3.2313
H: -3.2139 -4.6224 -3.4819
H: -2.0117 -3.0131 -2.1127
H: -2.4351 -2.2679 -3.6635
H: -0.4609 -0.8565 -4.2087
H: -0.6958 -2.2016 -5.3656
H: 0.8992 -1.9029 -4.6387
C: -5.4775 -4.6017 5.2084
O: -5.3239 -3.5577 6.1517
C: -4.1272 -2.8121 5.9657
C: -4.3874 -1.4978 5.2659
O: -4.8201 -1.6933 3.9289
C: -6.2171 -1.5383 3.7675
H: -6.4999 -4.9697 5.2859
H: -5.3048 -4.2531 4.1878
H: -4.7891 -5.4242 5.4319
H: -3.3904 -3.3976 5.4095
H: -3.7160 -2.6077 6.9590
H: -3.4510 -0.9332 5.2228
H: -5.1151 -0.9020 5.8252
H: -6.4925 -0.4790 3.8193
H: -6.7769 -2.0980 4.5214
H: -6.4796 -1.9179 2.7812